1.
Entry from the Open Molecules 2025 dataset: a molecular structure, C31H39AsBr2N2PdSb2 (ωB97M-V with the def2-TZVPD basis set).

Structure (XYZ):
```
78
Properties=species:S:1:pos:R:3:forces:R:3:lowdin_charge:R:1
Pd 1.07703 0.14485 -0.39021 0.16 -0.15 -0.19 0.345
C 2.10127 -0.16507 4.52079 0.17 -0.29 -0.07 -0.261
Sb 1.33510 -0.16067 2.52731 -0.29 0.51 0.21 1.360
C 1.15711 1.97603 2.57805 0.01 0.02 0.03 -0.304
C -0.80349 -0.67524 3.11567 0.00 -0.05 0.00 -0.228
C -0.80365 -2.06217 3.49027 -0.01 -0.01 0.02 -0.233
C -0.53941 -2.41026 4.85044 0.00 0.01 -0.02 -0.001
C -0.45794 -3.71220 5.23886 -0.01 0.00 0.00 0.019
C -0.63413 -4.73309 4.27359 0.00 -0.01 0.00 0.070
C -0.91713 -4.42418 2.93799 0.00 0.00 0.02 0.010
C -1.02347 -3.11785 2.51779 0.02 0.01 -0.01 -0.233
C -1.42245 -2.82116 1.11287 -0.06 -0.02 0.04 -0.276
Sb 0.15000 -2.35944 -0.30810 0.12 -0.02 0.09 1.367
C -0.70297 -3.17662 -2.06221 -0.01 0.02 -0.05 -0.263
C 1.67163 -3.73183 0.19756 0.03 -0.01 0.00 -0.261
H 2.09306 -1.15717 4.96301 0.01 0.00 0.01 0.018
H 1.48520 0.53273 5.08604 0.00 -0.01 0.02 0.039
H 3.12702 0.19971 4.48188 0.00 0.01 0.01 0.033
H 0.27114 2.27567 3.13644 0.00 0.00 0.01 0.025
H 1.14623 2.42740 1.58775 -0.01 -0.02 0.00 -0.026
H 2.03417 2.34306 3.11272 0.00 0.00 -0.01 0.034
H -1.36054 -0.41895 2.21857 0.00 0.00 0.00 0.040
H -0.97608 0.01459 3.94020 0.00 0.00 0.00 0.095
H -0.42563 -1.61326 5.57451 0.01 0.00 0.01 0.135
H -0.27358 -3.97827 6.27111 0.00 0.01 0.00 0.142
H -0.57469 -5.77027 4.58010 0.00 0.00 -0.01 0.145
H -1.09678 -5.23524 2.24338 0.00 0.00 -0.01 0.139
H -2.14773 -2.00972 1.05483 0.00 0.00 0.00 0.066
H -1.88654 -3.70605 0.67415 -0.01 0.01 0.00 0.084
H -0.86923 -4.23766 -1.87659 -0.01 0.00 -0.02 0.039
H -0.00969 -3.05883 -2.89275 0.00 0.00 0.00 0.023
H -1.64972 -2.69422 -2.29666 0.00 0.00 0.00 0.020
H 1.26354 -4.74168 0.16918 0.00 0.00 0.00 0.037
H 2.05917 -3.51113 1.19010 0.00 -0.01 0.00 0.013
H 2.47474 -3.64690 -0.53262 0.00 -0.01 0.01 0.029
Br 2.40356 0.12186 -7.07564 0.02 0.00 -0.09 0.951
C 1.99409 0.11322 -5.27172 -0.05 0.00 0.15 -0.661
C 0.67922 -0.05756 -4.83798 0.04 0.00 -0.04 -0.062
C 0.43853 -0.04913 -3.48418 -0.02 -0.01 0.03 -0.154
N 1.39547 0.11433 -2.56117 -0.01 0.02 -0.10 -0.025
C 2.67023 0.25003 -2.96994 0.04 0.01 0.04 -0.186
C 2.99513 0.26140 -4.31735 -0.02 -0.02 -0.03 -0.017
C 3.70044 0.35215 -1.90055 -0.04 0.02 -0.03 -0.190
C 5.03353 0.56146 -2.19959 0.03 0.01 0.03 -0.021
C 5.97385 0.62962 -1.17372 -0.14 -0.02 0.03 -0.659
Br 7.76121 0.90797 -1.55224 0.09 0.01 -0.02 0.955
C 5.53030 0.48041 0.13603 0.04 0.02 -0.03 -0.056
C 4.18566 0.27887 0.34838 -0.03 0.00 0.01 -0.130
N 3.26799 0.21663 -0.62594 0.07 -0.08 -0.05 -0.010
H -0.12686 -0.20016 -5.54394 0.00 0.00 0.00 0.125
H -0.56608 -0.19964 -3.10804 0.00 0.00 0.00 0.084
H 4.01671 0.37065 -4.64673 0.00 -0.01 0.00 0.117
H 5.36798 0.67855 -3.21852 0.00 0.00 0.00 0.115
H 6.21770 0.52050 0.96903 0.00 0.00 0.00 0.128
H 3.83121 0.15490 1.36333 0.00 -0.01 0.00 0.053
C -0.24277 3.23203 -1.50916 -0.02 0.01 0.05 -0.258
As -0.97588 1.72130 -0.53722 -0.11 0.06 -0.09 1.130
C -1.80726 2.61487 0.97635 0.00 -0.02 0.01 -0.257
C -2.53551 1.27421 -1.75558 0.04 0.01 -0.02 -0.272
C -3.69613 2.17048 -1.63363 0.01 0.07 -0.04 -0.218
C -3.77421 3.34574 -2.44726 0.02 0.00 0.00 0.019
C -4.87085 4.15150 -2.39713 -0.01 0.00 0.02 0.030
C -5.93431 3.82373 -1.51325 0.02 -0.02 0.00 0.107
C -5.86783 2.66650 -0.68598 -0.01 0.03 -0.01 0.026
C -4.76833 1.86601 -0.73999 -0.02 -0.03 0.00 0.003
H -0.99778 4.00562 -1.64281 0.01 0.01 0.00 0.043
H 0.13547 2.90032 -2.47482 0.00 0.01 -0.01 0.034
H 0.58060 3.65095 -0.93024 0.01 0.00 -0.01 0.045
H -2.71994 3.12140 0.66885 0.01 0.02 0.00 0.038
H -1.10252 3.36555 1.33046 -0.01 -0.01 0.03 0.042
H -2.03260 1.92299 1.78467 -0.03 -0.01 -0.01 0.025
H -2.80235 0.23354 -1.57230 -0.03 0.02 0.07 0.083
H -2.09010 1.37581 -2.74582 0.00 -0.07 -0.01 0.075
H -2.96502 3.56464 -3.13265 -0.01 0.01 -0.01 0.133
H -4.95486 5.02812 -3.02576 0.02 0.00 0.00 0.145
H -6.80876 4.46236 -1.46795 0.00 0.00 -0.01 0.150
H -6.70053 2.43827 -0.03407 0.01 -0.02 0.01 0.142
H -4.70998 0.97308 -0.13018 -0.01 0.00 0.00 0.134
```
Forces are in eV/Å.

Computed properties:
HOMO-LUMO gap (alpha / beta)	8.0 / 4.6	eV
HOMO energy (alpha / beta)	-18.3 / -18.5	eV
E	-253197.2600	eV
expectation value of S²	6.0495
total charge	+4
multiplicity	5

2.
Entry from the Open Molecules 2025 dataset: a single C3H5NO2 molecule (ωB97M-V with the def2-TZVPD basis set).

Structure (XYZ):
```
11
Properties=species:S:1:pos:R:3:forces:R:3:lowdin_charge:R:1
H 2.19811 1.31287 0.34507 -0.05 -0.09 0.02 0.065
N 1.33564 0.77641 0.32377 0.07 -0.24 -0.25 0.130
C 1.30955 -0.01728 -0.65873 0.08 0.18 0.11 -0.304
O 0.25895 -0.81154 -0.91827 0.06 0.05 -0.03 -0.066
C -0.75430 -0.84072 0.08381 -0.11 -0.05 0.17 -0.148
C -1.32703 0.51925 0.44442 -0.24 -0.03 0.29 -0.269
O -1.89551 0.70437 1.49086 0.21 -0.05 -0.49 0.054
H 2.08436 -0.17093 -1.41412 -0.09 0.09 0.08 0.136
H -0.39034 -1.32199 0.99686 -0.01 0.09 -0.10 0.136
H -1.55555 -1.44674 -0.35125 0.08 0.08 0.11 0.137
H -1.26386 1.29630 -0.34242 0.00 -0.04 0.09 0.128
```
Forces are in eV/Å.

Computed properties:
HOMO-LUMO gap	10.6	eV
HOMO energy	-9.8	eV
SMILES	[H]/N=C/OCC=O
E	-8776.1025	eV

3.
Entry from the Open Molecules 2025 dataset: a molecular structure, C41H77Br15Hg2N4O4 in a non-equilibrium geometry (ωB97M-V with the def2-TZVPD basis set).

Structure (XYZ):
```
143
Properties=species:S:1:pos:R:3:forces:R:3:lowdin_charge:R:1
Hg -0.56143 -0.43194 -2.26670 0.21 -0.04 0.03 1.323
Hg 1.42905 0.47384 1.03157 -0.33 -0.18 -0.17 1.292
C -3.01197 -0.52101 2.01214 -0.80 0.03 -0.64 -0.026
C -1.69429 0.09869 2.45562 -0.86 0.51 0.04 -0.480
C -1.71624 0.14515 4.00475 1.01 -0.53 0.75 -0.120
C -1.11270 -1.08164 4.69626 -0.72 -1.29 -0.89 -0.166
C 0.14631 -1.49492 3.96706 0.58 1.66 1.54 -0.149
C -0.08294 -1.79124 2.51122 0.20 -1.68 0.03 -0.540
N -0.52924 -0.56779 1.86005 1.24 0.14 0.70 -0.228
O -0.56226 -0.71863 0.42715 -0.28 0.00 -0.23 -0.350
C -0.97664 -3.02512 2.30612 -0.79 0.20 0.14 -0.086
C 1.26358 -2.25988 2.02354 1.26 0.15 -0.21 -0.073
C -1.65344 1.52920 1.94262 -0.34 0.90 -1.21 -0.130
H -3.63350 -0.84789 2.84553 0.20 -0.52 -0.06 0.084
H -2.83236 -1.29916 1.27872 -0.16 -0.21 -0.05 0.067
H -3.62882 0.22856 1.51438 -0.03 0.03 -0.12 0.063
H -2.75229 0.10726 4.33322 -0.11 0.94 -0.12 0.109
H -1.19620 1.03911 4.35691 -0.16 0.07 0.02 0.091
H -1.85078 -1.89616 4.56951 0.13 0.04 0.08 0.094
H -0.99565 -1.02510 5.77772 0.17 0.58 -0.01 0.114
H 0.75335 -2.22418 4.51061 -0.47 -0.57 -0.32 0.130
H 0.81291 -0.61257 4.02933 -0.06 -0.09 -0.33 0.124
H -2.02572 -2.77673 2.47691 0.02 -0.28 -0.05 0.063
H -0.71796 -3.83004 2.99489 0.19 0.21 0.20 0.026
H -0.87251 -3.47170 1.31958 -0.02 0.43 -0.21 0.033
H 1.52435 -3.17608 2.55827 -0.14 -0.13 -0.17 0.085
H 2.07739 -1.57532 2.31811 -0.17 0.10 -0.15 0.061
H 1.30691 -2.45329 0.95426 -0.15 -0.06 -0.02 0.062
H -0.62299 1.86047 1.79050 -0.10 0.15 0.33 0.024
H -2.19084 2.29948 2.50232 0.12 -0.54 0.63 0.006
H -2.14971 1.63762 0.96932 0.32 -0.51 -0.19 0.045
C -1.29452 -3.47226 -2.36535 -0.33 0.22 1.00 -0.109
C -2.58127 -3.03291 -3.08546 1.26 -0.47 0.92 -0.528
C -3.71861 -3.44018 -2.15814 -1.43 0.52 -0.93 -0.127
C -5.02787 -2.71647 -2.51778 0.08 -0.17 0.71 -0.171
C -4.78355 -1.22785 -2.42291 0.27 -0.25 0.67 -0.157
C -3.62092 -0.71383 -3.28379 -1.87 0.67 -0.29 -0.533
N -2.45669 -1.57925 -3.21272 -0.19 0.50 1.30 -0.218
O -1.44929 -1.22305 -4.17754 0.46 0.42 0.08 -0.302
C -3.32916 0.67892 -2.70018 1.07 0.16 -0.88 -0.055
C -4.20880 -0.53583 -4.68511 0.71 -0.45 -1.25 -0.031
C -2.60538 -3.80713 -4.38657 -0.81 -0.09 -0.69 -0.024
H -1.37794 -4.48435 -1.95703 0.16 -0.08 -0.82 0.014
H -1.20184 -2.91401 -1.41405 0.03 0.29 -0.30 0.064
H -0.42635 -3.28025 -2.99376 0.11 -0.44 0.03 0.060
H -3.52812 -3.20205 -1.11334 0.42 -0.19 0.09 0.120
H -3.93259 -4.50016 -2.31104 0.46 -0.11 0.41 0.124
H -5.73534 -2.95138 -1.71295 -0.23 -0.22 -0.42 0.114
H -5.41462 -3.08783 -3.46882 -0.09 0.26 -0.04 0.108
H -4.56791 -1.03597 -1.37150 0.41 -0.05 0.29 0.112
H -5.67194 -0.60910 -2.55396 -0.05 -0.09 -0.60 0.123
H -2.62418 1.25144 -3.32454 -0.03 -0.28 0.00 0.067
H -2.87564 0.56221 -1.70788 -0.36 0.18 0.21 0.065
H -4.22063 1.30568 -2.69654 -0.11 -0.18 0.42 0.093
H -4.63978 -1.45494 -5.10140 -0.15 0.00 0.43 0.078
H -3.42966 -0.30291 -5.41989 0.02 0.30 0.28 0.080
H -4.97520 0.23710 -4.71806 0.03 0.03 0.13 0.085
H -3.52020 -3.61584 -4.95963 0.07 -0.03 0.03 0.081
H -2.59060 -4.87180 -4.14531 0.02 0.00 -0.04 0.089
H -1.76456 -3.59223 -5.04038 0.10 0.20 0.14 0.081
C 2.98777 2.26329 -3.43918 1.69 0.09 -0.79 -0.018
C 1.72627 1.43663 -3.52064 -0.34 0.03 -1.45 -0.529
C 1.59158 0.84007 -4.94253 0.19 -0.55 -0.60 -0.117
C 2.23291 -0.54440 -5.17646 0.34 0.91 -0.60 -0.168
C 2.13700 -1.51815 -4.02830 0.13 -0.34 -0.90 -0.155
C 2.43028 -0.88361 -2.66333 0.81 -0.63 -1.06 -0.509
N 1.62954 0.33795 -2.58202 -1.72 -1.03 0.73 -0.213
O 1.31066 0.81230 -1.25300 0.15 0.22 -0.10 -0.378
C 3.95001 -0.66127 -2.58711 0.46 0.20 0.87 -0.018
C 2.06381 -1.93102 -1.62166 0.13 -0.06 0.36 -0.051
C 0.50071 2.32944 -3.37139 0.02 1.04 0.29 -0.056
H 3.86815 1.67471 -3.73444 -0.18 -0.32 0.70 0.076
H 3.18951 2.75499 -2.48910 -0.18 -0.06 0.07 0.070
H 3.09998 2.97804 -4.26787 -0.93 0.39 0.42 0.095
H 2.06922 1.49926 -5.67446 -0.12 0.24 0.23 0.118
H 0.53532 0.83630 -5.22525 -0.02 -0.32 0.21 0.110
H 3.27996 -0.37600 -5.46275 0.01 -0.05 0.31 0.105
H 1.80782 -0.97731 -6.08603 -0.17 -0.04 0.14 0.117
H 2.89538 -2.28140 -4.23602 -0.06 -0.11 0.34 0.127
H 1.17586 -2.03686 -4.12606 -0.14 0.24 0.61 0.100
H 4.18899 0.02808 -1.77147 -0.11 -0.18 -0.31 0.051
H 4.40713 -0.27550 -3.49425 -0.21 0.04 -0.11 0.073
H 4.48711 -1.58104 -2.33683 -0.24 -0.12 -0.12 0.095
H 1.01721 -2.25717 -1.60002 -0.04 0.43 0.09 0.044
H 2.38183 -1.62358 -0.62664 -0.23 -0.09 -0.06 0.034
H 2.59449 -2.85661 -1.86008 0.19 0.14 -0.06 0.102
H -0.44184 1.77388 -3.40210 0.09 -0.07 0.24 0.042
H 0.40569 3.02902 -4.20948 0.35 -0.16 -0.11 0.097
H 0.57343 2.95990 -2.48198 -0.25 -0.28 0.12 0.075
C 3.72865 3.65682 2.97457 -0.22 1.25 0.69 -0.017
C 3.10141 3.09437 1.69444 1.39 0.16 -0.11 -0.523
C 3.75245 3.76816 0.48270 0.32 0.55 -0.79 -0.132
C 5.07758 3.19468 -0.00475 0.79 0.50 0.59 -0.175
C 5.05161 1.67254 0.01982 -0.45 0.73 -1.27 -0.146
C 4.56146 1.07109 1.31562 1.61 -0.23 0.76 -0.530
N 3.27011 1.63932 1.66946 -1.10 -0.67 -0.97 -0.246
O 2.71591 1.05499 2.87124 0.13 -0.08 0.21 -0.301
C 5.67252 1.35530 2.34988 -0.17 0.65 0.96 -0.036
C 4.51426 -0.44723 1.22058 -0.21 -0.37 0.05 -0.044
C 1.64100 3.42956 1.62009 -0.66 -0.76 -0.52 -0.129
H 4.26960 2.97066 3.61006 -0.33 -0.36 -0.03 0.062
H 2.93236 4.12284 3.56359 0.12 -0.19 0.23 0.082
H 4.41937 4.48336 2.77032 0.01 -0.15 -0.20 0.086
H 3.87952 4.81286 0.78142 0.06 0.01 -0.17 0.118
H 3.10250 3.82731 -0.39994 -0.36 -0.42 0.31 0.107
H 5.92983 3.61200 0.55161 -0.23 -0.26 0.32 0.107
H 5.30581 3.55751 -1.01193 -0.32 -0.18 -0.11 0.110
H 6.04389 1.28949 -0.22494 -0.08 -0.19 -0.01 0.132
H 4.36761 1.43983 -0.80984 0.11 -0.33 0.38 0.085
H 5.88968 2.42285 2.32830 0.43 -0.13 0.00 0.066
H 6.58500 0.77723 2.20393 -0.04 0.06 -0.50 0.089
H 5.38940 1.14591 3.38607 -0.40 -0.16 -0.21 0.086
H 4.37512 -0.87853 2.21192 -0.30 0.05 -0.03 0.084
H 5.48003 -0.82760 0.87984 -0.03 0.16 -0.22 0.094
H 3.74702 -0.83317 0.53564 0.12 0.15 0.12 0.044
H 1.25230 2.99923 0.67921 0.00 0.12 0.07 0.050
H 1.45343 4.49788 1.52791 0.04 0.07 0.40 0.065
H 1.11101 2.95050 2.44339 0.00 0.43 0.16 0.031
C -5.38684 3.82085 2.41262 -0.39 0.42 0.85 -1.640
Br -6.54798 4.31352 3.90401 0.08 -0.03 -0.11 0.547
Br -4.81676 5.40028 1.49768 -0.10 0.09 -0.17 0.567
Br -6.27710 2.55625 1.30280 0.21 -0.14 -0.21 0.594
H -4.52766 3.39856 2.90912 0.19 -0.29 -0.29 -0.049
C 0.22151 -6.85470 0.52935 0.17 0.43 -0.34 -1.598
Br 1.64671 -6.49233 1.76276 -0.04 -0.17 0.12 0.593
Br 0.63763 -6.05648 -1.18384 0.11 -0.19 0.08 0.622
Br -1.46038 -6.21618 1.18278 -0.24 -0.23 0.01 0.625
H 0.12766 -7.91068 0.34494 0.11 -0.19 0.20 -0.029
C -0.98218 4.50599 5.65422 -0.04 0.03 -0.46 -1.615
Br -1.06852 4.37625 3.72554 -0.07 0.25 0.32 0.636
Br -2.15253 3.24891 6.50156 -0.08 -0.05 0.05 0.599
Br -1.33060 6.30722 6.20510 0.04 0.05 0.16 0.589
H 0.02960 4.24023 5.90894 0.12 0.05 0.21 -0.027
C -1.52032 5.96684 -0.76700 1.04 -0.22 0.32 -1.594
Br -1.57495 4.33334 0.24420 -0.15 -0.12 -0.06 0.588
Br -1.84237 5.59169 -2.60608 -0.30 0.20 -0.16 0.604
Br 0.24216 6.75141 -0.53180 0.04 0.12 -0.08 0.568
H -2.17742 6.70493 -0.33910 -0.50 -0.12 -0.19 -0.029
C -3.56407 -4.78525 6.34121 -0.67 0.11 -0.30 -1.643
Br -2.58189 -5.22249 4.75634 0.16 -0.04 0.07 0.599
Br -3.81111 -6.29923 7.49124 0.21 0.07 0.08 0.582
Br -5.28817 -4.04095 5.86439 -0.09 0.04 -0.05 0.548
H -3.08083 -3.97054 6.85342 0.38 -0.19 0.21 -0.031
```
Forces are in eV/Å.

Computed properties:
HOMO-LUMO gap	6.5	eV
HOMO energy	-6.9	eV
E	-1116891.5119	eV